# 1
9
Properties=species:S:1:pos:R:3:forces:R:3 method="wB97M-V/def2-TZVPD" energy_ev=-21110.4894 lumo_ev="1.04 / -1.67" gap_ev="9.1 / 8.2" multiplicity=3
C 1.133 -1.037 1.113 1.39 1.09 2.53
C 0.527 -1.292 -0.005 0.49 0.10 0.27
C -3.087 -0.146 -0.219 -3.57 3.17 -2.40
F -3.044 1.245 -0.416 0.48 -1.60 0.27
F -3.441 -0.325 1.027 -0.11 -0.72 0.00
Cl -1.022 -0.851 -0.462 1.31 -0.59 -0.03
H 0.722 -0.476 2.030 -0.31 -0.72 -1.68
H 2.197 -1.186 1.393 -0.63 -0.56 -0.95
H -3.760 -0.496 -1.109 0.96 -0.17 2.00

# 2
21
Properties=species:S:1:pos:R:3:forces:R:3 method="wB97M-V/def2-TZVPD" energy_ev=-38674.0867 lumo_ev=0.75 gap_ev=9.3
C 2.043 0.967 0.253 -1.34 -0.63 -1.42
C 0.702 0.865 0.744 0.22 0.68 0.03
C 2.228 0.560 -1.040 -0.25 0.12 0.60
C -0.208 0.380 -0.109 1.10 -1.80 -3.25
C 3.466 0.673 -1.843 1.28 1.71 0.16
C -2.020 -2.240 0.171 0.30 -0.49 -0.38
C -2.501 0.357 1.763 -1.32 1.15 -0.62
Si -1.881 -0.378 0.094 0.55 0.17 2.59
S 0.825 -0.055 -1.773 -2.08 0.53 2.38
Cl -3.072 0.280 -1.370 -0.78 0.36 -1.00
H 2.818 1.358 0.800 1.70 0.93 1.29
H 0.356 1.299 1.685 0.37 -0.40 0.00
H 4.367 0.849 -1.223 -0.58 -0.06 -0.13
H 3.693 -0.135 -2.470 0.05 -1.74 -0.54
H 3.460 1.482 -2.599 -0.40 0.11 0.64
H -1.702 -2.708 1.091 0.22 0.38 0.69
H -3.060 -2.539 0.072 -0.24 0.14 -0.21
H -1.446 -2.814 -0.562 -0.12 0.39 -0.37
H -3.590 0.092 1.905 1.15 -0.04 0.08
H -1.941 0.232 2.687 0.10 -0.81 -0.06
H -2.538 1.477 1.722 0.04 -0.70 -0.50

# 3
27
Properties=species:S:1:pos:R:3:forces:R:3 method="wB97M-V/def2-TZVPD" energy_ev=-14145.5219 lumo_ev=0.85 gap_ev=8.8
C 1.963 -0.452 1.146 -1.26 -0.01 -0.11
C 1.408 -2.681 -0.291 -1.28 0.47 0.34
C 0.920 -2.818 1.124 -0.81 -0.30 0.36
C -1.956 -0.354 -0.084 -0.72 2.02 0.56
C -1.683 0.542 -1.332 1.85 -1.29 1.44
C 1.366 -1.455 0.578 -0.74 -2.72 -0.68
C -0.746 0.264 0.637 -1.93 -0.80 -1.96
C -0.529 1.225 -0.510 -0.39 0.89 -0.55
C 0.811 1.192 -1.201 -2.16 -0.49 -2.55
C -0.946 2.583 0.027 -0.50 -2.19 -0.67
N 2.156 0.498 1.828 2.34 0.72 0.72
O -0.533 0.335 1.789 0.52 0.36 2.41
H 2.303 -3.115 -0.548 2.35 -0.77 -0.19
H 0.723 -2.910 -1.127 -0.18 0.89 0.66
H -0.119 -3.170 1.318 0.37 1.15 -0.57
H 1.492 -3.329 1.899 0.65 0.39 -0.44
H -2.766 0.138 0.527 0.43 -0.37 -0.63
H -2.274 -1.344 -0.144 0.06 -1.94 -0.21
H -1.203 0.061 -2.179 -0.47 -0.36 -0.16
H -2.537 1.095 -1.597 -0.77 1.03 -0.56
H 0.852 1.929 -2.014 -0.36 -0.09 -0.09
H 0.908 0.197 -1.676 0.54 0.49 0.45
H 1.586 1.477 -0.604 2.21 0.21 1.86
H -0.300 2.820 0.775 1.98 1.12 2.19
H -1.909 2.527 0.468 -1.08 -0.01 0.30
H -0.932 3.271 -0.735 0.00 1.88 -1.75
H 1.946 1.472 1.926 -0.63 -0.29 -0.16

What did the third record say?
27
Properties=species:S:1:pos:R:3:forces:R:3 method="wB97M-V/def2-TZVPD" energy_ev=-14145.5219 lumo_ev=0.85 gap_ev=8.8
C 1.963 -0.452 1.146 -1.26 -0.01 -0.11
C 1.408 -2.681 -0.291 -1.28 0.47 0.34
C 0.920 -2.818 1.124 -0.81 -0.30 0.36
C -1.956 -0.354 -0.084 -0.72 2.02 0.56
C -1.683 0.542 -1.332 1.85 -1.29 1.44
C 1.366 -1.455 0.578 -0.74 -2.72 -0.68
C -0.746 0.264 0.637 -1.93 -0.80 -1.96
C -0.529 1.225 -0.510 -0.39 0.89 -0.55
C 0.811 1.192 -1.201 -2.16 -0.49 -2.55
C -0.946 2.583 0.027 -0.50 -2.19 -0.67
N 2.156 0.498 1.828 2.34 0.72 0.72
O -0.533 0.335 1.789 0.52 0.36 2.41
H 2.303 -3.115 -0.548 2.35 -0.77 -0.19
H 0.723 -2.910 -1.127 -0.18 0.89 0.66
H -0.119 -3.170 1.318 0.37 1.15 -0.57
H 1.492 -3.329 1.899 0.65 0.39 -0.44
H -2.766 0.138 0.527 0.43 -0.37 -0.63
H -2.274 -1.344 -0.144 0.06 -1.94 -0.21
H -1.203 0.061 -2.179 -0.47 -0.36 -0.16
H -2.537 1.095 -1.597 -0.77 1.03 -0.56
H 0.852 1.929 -2.014 -0.36 -0.09 -0.09
H 0.908 0.197 -1.676 0.54 0.49 0.45
H 1.586 1.477 -0.604 2.21 0.21 1.86
H -0.300 2.820 0.775 1.98 1.12 2.19
H -1.909 2.527 0.468 -1.08 -0.01 0.30
H -0.932 3.271 -0.735 0.00 1.88 -1.75
H 1.946 1.472 1.926 -0.63 -0.29 -0.16